[1]
Here is a molecular structure, C6H7N at a distorted geometry from the Open Molecules 2025 dataset. Energies are from ωB97M-V with the def2-TZVPD basis set.

The calculation puts the LUMO energy (alpha / beta) at 0.003 / -0.041 Ha. The calculation puts the relative energy (zero: lowest compared OMol25 entry of this formula, charge and spin) at 144.69 kcal/mol.

Element x y z (Å)
C  -0.26  -1.48  -1.19
C  -1.71  1.12  0.17
C  -0.99  0.89  -0.93
C  -1.82  -0.31  0.56
C  -0.92  -0.53  -0.64
C  3.17  0.08  0.64
N  0.38  -2.37  -1.55
H  -2.08  1.88  0.84
H  -0.70  1.49  -1.79
H  -1.35  -0.58  1.45
H  -2.84  -0.66  0.65
H  2.48  -0.77  0.49
H  3.54  0.45  -0.22
H  3.08  0.80  1.52

---

[2]
Here is 2 unconnected molecules or ions with the total composition C4H3P at a distorted geometry from the Open Molecules 2025 dataset. Energies are from ωB97M-V with the def2-TZVPD basis set.

The calculation puts the LUMO energy (alpha / beta) at -0.065 / -0.064 Ha. The calculation puts the relative energy (zero: lowest compared OMol25 entry of this formula, charge and spin) at 53.88 kcal/mol.

Element x y z (Å)
C  3.72  1.02  0.80
C  -0.60  1.85  0.55
C  2.80  0.42  0.17
C  -1.65  1.83  -0.03
P  1.52  -0.33  -0.62
H  4.65  1.54  0.79
H  0.42  1.91  0.56
H  -2.61  2.17  -0.18

---

[3]
Here is a single C19H31N3OS molecule from the Open Molecules 2025 dataset. Energies are from ωB97M-V with the def2-TZVPD basis set.

Its structure (SMILES) is CCCCN(C)C1CCN(C(=S)Nc2ccc(OCC)cc2)CC1. The calculation puts the LUMO energy at 0.024 Ha. The calculation puts the relative energy (zero: lowest compared OMol25 entry of this formula, charge and spin) at 12.23 kcal/mol.

Element x y z (Å)
C  -6.06  1.27  1.43
C  -6.07  -0.03  0.63
C  -5.31  -1.16  1.32
H  -5.57  -1.17  2.38
C  -3.79  -1.08  1.15
N  -3.21  0.11  1.75
C  -3.03  -0.05  3.18
H  -3.99  -0.28  3.63
H  -2.67  0.88  3.61
H  -2.33  -0.86  3.45
C  -2.04  0.65  1.08
C  -2.41  1.29  -0.26
C  -1.17  1.95  -0.87
N  -0.10  0.98  -1.05
C  0.01  0.33  -2.23
S  -1.11  0.45  -3.45
N  1.08  -0.49  -2.44
C  2.40  -0.36  -1.99
C  2.90  0.82  -1.44
C  4.22  0.89  -1.03
C  5.07  -0.20  -1.16
C  4.58  -1.37  -1.73
C  3.26  -1.45  -2.14
H  2.89  -2.36  -2.58
H  5.21  -2.24  -1.86
O  6.34  -0.02  -0.72
C  7.27  -1.08  -0.83
C  8.60  -0.60  -0.26
H  8.94  0.26  -0.82
H  9.34  -1.39  -0.33
H  8.47  -0.32  0.78
H  6.91  -1.96  -0.27
H  7.39  -1.37  -1.88
H  4.61  1.80  -0.61
H  2.27  1.69  -1.35
H  0.97  -1.07  -3.26
C  0.31  0.38  0.21
C  -0.88  -0.34  0.86
H  -1.21  -1.15  0.21
H  -0.56  -0.77  1.81
H  1.12  -0.33  0.04
H  0.67  1.17  0.87
H  -1.41  2.38  -1.84
H  -0.80  2.74  -0.21
H  -3.19  2.04  -0.11
H  -2.78  0.55  -0.96
H  -1.67  1.45  1.74
H  -3.58  -1.06  0.08
H  -3.34  -2.00  1.56
H  -5.63  -2.12  0.90
H  -5.63  0.15  -0.36
H  -7.11  -0.34  0.48
H  -6.56  1.13  2.38
H  -6.57  2.06  0.88
H  -5.03  1.58  1.62

---

[4]
Here is 2 unconnected molecules or ions with the total composition CH4O2S2 at a distorted geometry from the Open Molecules 2025 dataset. Energies are from ωB97M-V with the def2-TZVPD basis set.

The calculation puts the LUMO energy at 0.013 Ha. The calculation puts the relative energy (zero: lowest compared OMol25 entry of this formula, charge and spin) at 53.43 kcal/mol.

Element x y z (Å)
C  0.00  0.54  -0.21
O  0.07  1.46  -1.21
O  -0.50  0.96  1.03
S  0.04  -2.50  0.09
S  -0.99  -0.97  -0.62
H  1.49  -0.02  0.05
H  0.97  1.43  -1.55
H  -0.48  1.89  1.01
H  -0.60  -2.78  1.40

---

[5]
Here is a molecular structure, C23H61As2N2NaS5Si2Te at a distorted geometry from the Open Molecules 2025 dataset. Energies are from ωB97M-V with the def2-TZVPD basis set.

The calculation puts the LUMO energy at -0.016 Ha. The calculation puts the relative energy (zero: lowest compared OMol25 entry of this formula, charge and spin) at 0.00 kcal/mol.

Element x y z (Å)
Na  -0.72  0.05  -0.46
C  4.83  0.36  1.07
C  4.07  0.91  -0.13
S  2.28  0.34  -0.19
C  2.17  0.15  -2.03
C  2.34  -1.24  -2.58
S  2.78  -2.38  -1.24
C  3.52  -3.74  -2.24
C  3.85  -4.84  -1.26
S  3.24  -4.46  0.45
C  4.81  -3.86  1.26
C  5.17  -2.39  0.97
S  4.03  -1.22  1.72
H  4.85  1.03  1.98
H  5.85  0.12  0.81
H  4.56  0.65  -1.13
H  4.11  1.99  -0.01
H  2.89  0.88  -2.49
H  1.13  0.40  -2.27
H  3.27  -1.21  -3.19
H  1.47  -1.58  -3.14
H  4.42  -3.31  -2.72
H  2.76  -4.10  -3.01
H  4.90  -5.19  -1.19
H  3.24  -5.69  -1.55
H  5.53  -4.49  0.80
H  4.74  -4.03  2.39
H  5.17  -2.16  -0.12
H  6.20  -2.27  1.39
N  -0.48  -2.21  1.13
C  -1.48  -2.57  2.12
C  -2.77  -3.00  1.39
C  -3.17  -2.19  0.09
C  -3.36  -0.73  0.45
N  -3.13  0.12  -0.70
H  -0.51  -2.95  0.42
H  0.45  -2.24  1.50
H  -1.63  -1.76  2.83
H  -1.20  -3.31  2.91
H  -3.61  -2.77  2.07
H  -2.79  -4.10  1.24
H  -4.11  -2.60  -0.25
H  -2.45  -2.20  -0.79
H  -2.63  -0.39  1.18
H  -4.34  -0.56  0.99
H  -3.45  1.07  -0.57
H  -3.34  -0.20  -1.64
C  0.09  0.99  -6.27
As  -0.91  1.53  -4.65
C  0.09  2.94  -3.79
C  -2.58  2.57  -5.09
S  -0.95  -0.13  -3.18
H  -0.52  0.50  -7.06
H  0.89  0.34  -5.84
H  0.55  1.91  -6.67
H  1.09  2.51  -3.71
H  -0.43  3.22  -2.82
H  -0.01  3.72  -4.50
H  -2.50  3.64  -4.87
H  -3.56  2.14  -4.71
H  -2.67  2.39  -6.19
C  -1.35  5.71  2.84
Si  -2.33  4.09  2.45
C  -3.77  3.66  3.76
C  -3.35  4.34  0.82
As  -0.50  2.58  2.34
Si  -0.40  2.54  4.71
C  1.41  2.02  5.04
C  -0.48  4.27  5.56
C  -1.51  1.39  5.70
H  -1.58  6.17  3.80
H  -1.50  6.49  2.11
H  -0.23  5.46  2.84
H  -4.72  3.51  3.32
H  -3.66  4.38  4.58
H  -3.65  2.74  4.36
H  -3.00  3.73  -0.05
H  -3.20  5.40  0.51
H  -4.45  4.17  0.93
H  2.13  2.58  4.39
H  1.56  0.90  4.98
H  1.55  2.23  6.10
H  0.17  5.16  5.32
H  -0.12  4.05  6.58
H  -1.54  4.60  5.59
H  -2.35  1.90  6.24
H  -0.97  1.06  6.61
H  -1.87  0.51  5.09
C  -1.87  -5.25  -2.38
Te  -1.36  -5.72  -4.45
C  -0.85  -3.63  -5.04
H  -2.65  -4.47  -2.43
H  -0.96  -4.84  -1.91
H  -2.31  -6.12  -1.95
H  -0.26  -3.75  -5.88
H  -0.24  -3.15  -4.22
H  -1.84  -3.11  -5.18

---

[6]
Here is a molecular structure, C3H5NOS at a distorted geometry from the Open Molecules 2025 dataset. Energies are from ωB97M-V with the def2-TZVPD basis set.

The calculation puts the LUMO energy at 0.033 Ha. The calculation puts the relative energy (zero: lowest compared OMol25 entry of this formula, charge and spin) at 28.73 kcal/mol.

Element x y z (Å)
C  1.37  -0.87  0.83
C  0.50  -0.11  -0.11
C  -1.61  0.68  -0.52
H  0.98  -1.89  1.08
H  2.38  -0.93  0.48
H  1.35  -0.30  1.79
H  -2.22  1.39  0.00
H  -2.41  0.07  -0.98
N  0.86  0.51  -1.19
O  -0.77  -0.01  0.34
S  -0.45  1.46  -1.72

---

[7]
Here is a single C4H9NOS molecule at a distorted geometry from the Open Molecules 2025 dataset. Energies are from ωB97M-V with the def2-TZVPD basis set.

Its structure (SMILES) is CN[C@@H](C=O)CS. The calculation puts the LUMO energy at 0.010 Ha. The calculation puts the relative energy (zero: lowest compared OMol25 entry of this formula, charge and spin) at 65.63 kcal/mol.

Element x y z (Å)
C  0.84  1.65  1.21
N  0.91  0.24  0.69
C  -0.10  -0.08  -0.28
C  -0.99  -1.21  0.16
S  -2.19  -1.52  -1.12
C  0.68  -0.51  -1.56
O  1.84  -1.11  -1.40
H  0.87  2.46  0.37
H  1.71  1.83  1.92
H  -0.12  1.65  1.77
H  1.85  -0.22  0.59
H  -0.64  0.82  -0.64
H  -1.45  -0.93  1.16
H  -0.39  -1.99  0.42
H  -2.95  -0.41  -0.82
H  0.14  -0.68  -2.47

---

[8]
Here is 2 unconnected molecules or ions with the total composition H4N3O3Si at a distorted geometry from the Open Molecules 2025 dataset. Energies are from ωB97M-V with the def2-TZVPD basis set.

Its charge is -1. The calculation puts the LUMO energy (alpha / beta) at 0.149 / 0.065 Ha. As for the multiplicity: 3.

Element x y z (Å)
N  1.33  0.30  0.23
N  0.84  1.38  -0.19
N  1.57  -0.76  -0.69
O  2.21  -1.67  -0.24
O  1.15  -0.66  -1.83
O  -1.14  1.32  -0.06
Si  -1.60  0.01  0.75
H  0.63  1.25  -1.15
H  -0.43  -0.94  1.03
H  -1.87  0.41  2.10
H  -2.70  -0.64  0.06